Record 1
# C6H19BrCuN5O3

A structure of composition C6H19BrCuN5O3 at a distorted geometry (ωB97M-V/def2-TZVPD, OMol25).

Calculated values
Spin multiplicity ... 2
Gap between HOMO and LUMO (spin up / spin down) ... 6.12 / 4.05 eV
Net charge ... +1
HOMO energy (spin up / spin down) ... -11.46 / -11.46 eV
Energy relative to the best compared isomer or geometry (same formula, charge and spin) ... 261.12 kJ/mol

```
35
C6H19BrCuN5O3, DFT ωB97M-V/def2-TZVPD
Cu 1.14 -24.39 6.84
Br 0.99 -22.70 9.12
C -0.50 -19.40 6.97
O -1.22 -20.29 6.46
N -0.17 -18.31 6.33
N 0.02 -19.42 8.16
H -0.53 -18.33 5.38
H 0.58 -17.71 6.66
H 0.23 -20.31 8.60
H 0.58 -18.63 8.43
C 3.32 -24.55 12.87
O 3.73 -24.38 14.00
N 2.57 -23.65 12.20
N 3.50 -25.58 12.14
H 2.19 -23.70 11.27
H 2.55 -22.76 12.68
H 3.93 -26.36 12.61
H 3.16 -25.56 11.19
C -3.06 -23.21 10.51
C -3.08 -21.76 9.96
C -2.34 -20.79 10.90
O -3.04 -20.50 12.03
C -4.01 -19.41 11.80
N -2.42 -21.84 8.64
H -2.10 -23.74 10.49
H -3.78 -23.74 9.89
H -3.37 -23.15 11.55
H -4.09 -21.39 9.79
H -2.09 -19.92 10.29
H -1.40 -21.25 11.20
H -4.43 -19.25 12.79
H -4.97 -19.62 11.33
H -3.59 -18.46 11.48
H -1.46 -22.17 8.66
H -2.39 -20.93 8.20
```

These are the Mulliken partial charges, in e, on atoms 1 to 2:
1 Cu 0.72
2 Br -0.72

Record 2
# C6H19BrN5O3Y

A structure of composition C6H19BrN5O3Y at a distorted geometry (ωB97M-V/def2-TZVPD, OMol25).

Calculated values
Spin multiplicity ... 2
Gap between HOMO and LUMO (spin up / spin down) ... 2.60 / 2.59 eV
Net charge ... +3
HOMO energy (spin up / spin down) ... -17.39 / -17.38 eV

```
35
C6H19BrN5O3Y, DFT ωB97M-V/def2-TZVPD
Y 4.25 1.70 2.31
Br 2.92 -0.46 0.97
C 2.19 -0.56 -3.24
O 2.91 0.41 -3.11
N 2.01 -1.14 -4.30
N 1.58 -1.27 -2.27
H 1.29 -1.85 -4.18
H 2.30 -0.88 -5.23
H 1.76 -0.86 -1.37
H 1.06 -2.11 -2.50
C -0.05 -2.95 2.31
O -0.24 -1.82 2.72
N -0.85 -3.93 2.55
N 0.83 -3.36 1.38
H -0.90 -4.76 1.98
H -1.70 -3.64 3.00
H 1.47 -2.61 1.15
H 0.74 -4.30 1.03
C -0.90 1.67 -1.19
C -0.92 1.32 0.35
C -2.24 1.81 1.01
O -2.60 3.13 0.54
C -1.63 4.10 1.10
N -0.63 -0.07 0.50
H -1.87 1.41 -1.62
H -0.17 1.04 -1.70
H -0.72 2.72 -1.41
H -0.13 1.95 0.76
H -2.13 1.78 2.09
H -2.97 1.08 0.66
H -1.66 3.98 2.18
H -1.96 5.11 0.88
H -0.61 4.04 0.72
H -0.79 -0.40 1.44
H 0.36 -0.27 0.48
```

These are the Mulliken partial charges, in e, on atoms 1 to 2:
1 Y 1.84
2 Br -0.04

Record 3
# C6H19F3N5O3V

A structure of composition C6H19F3N5O3V at a distorted geometry (ωB97M-V/def2-TZVPD, OMol25).

Calculated values
Spin multiplicity ... 3
Gap between HOMO and LUMO (spin up / spin down) ... 8.96 / 9.67 eV
HOMO energy (spin up / spin down) ... -8.83 / -9.53 eV
Energy relative to the best compared isomer or geometry (same formula, charge and spin) ... 126.58 kJ/mol

```
37
C6H19F3N5O3V, DFT ωB97M-V/def2-TZVPD
V -0.26 0.80 0.04
F 1.63 0.01 0.24
F 0.29 2.45 -1.11
F -2.26 1.47 0.18
C -1.93 0.17 -3.19
C -0.94 -0.79 -2.63
C 0.54 -0.57 -2.98
O 1.34 -1.66 -2.44
C 2.79 -1.33 -2.63
N -1.00 -0.87 -1.15
H -1.75 0.26 -4.26
H -1.66 1.15 -2.79
H -2.99 0.01 -2.95
H -1.23 -1.79 -2.95
H 0.69 0.43 -2.59
H 0.65 -0.43 -4.05
H 2.98 -0.47 -1.98
H 3.10 -1.03 -3.64
H 3.45 -2.11 -2.27
H -1.91 -1.30 -1.09
H -0.49 -1.73 -1.13
C 1.09 2.35 2.53
O 0.19 1.95 1.81
N 1.56 3.57 2.48
N 1.57 1.50 3.42
H 1.26 4.33 1.88
H 2.30 3.80 3.13
H 1.25 0.55 3.55
H 2.08 2.06 4.09
C -1.29 -1.25 2.49
O -0.78 -0.42 1.78
N -0.69 -1.92 3.35
N -2.51 -1.62 2.36
H 0.30 -2.00 3.50
H -1.23 -2.20 4.15
H -3.21 -1.21 1.76
H -2.91 -2.19 3.09
```

These are the Mulliken partial charges, in e, on atoms 1 to 2:
1 V 1.31
2 F -0.64

Record 4
# C6H19N2O

A cluster of 2 separate species, C6H19N2O in total at a distorted geometry (ωB97M-V/def2-TZVPD, OMol25).

Calculated values
Gap between HOMO and LUMO ... 10.78 eV
Net charge ... +1
HOMO energy ... -13.65 eV
Energy relative to the best compared isomer or geometry (same formula, charge and spin) ... 126.72 kJ/mol

```
28
C6H19N2O, DFT ωB97M-V/def2-TZVPD
C -1.20 -0.65 2.79
C -0.51 -0.66 1.42
C 0.90 -0.16 1.26
C 1.76 -0.68 0.01
C 1.75 0.28 -1.20
C 1.22 1.72 -1.07
N -0.24 1.83 -1.05
N -1.48 -0.16 0.34
H -0.47 -1.16 3.48
H -1.43 0.38 3.14
H -2.12 -1.23 2.81
H -0.41 -1.81 1.13
H 0.74 0.89 1.02
H 1.40 -0.26 2.23
H 1.39 -1.66 -0.31
H 2.71 -0.80 0.33
H 1.13 -0.26 -1.93
H 2.59 0.39 -1.83
H 1.54 2.25 -0.15
H 1.55 2.35 -1.96
H -0.39 2.85 -0.89
H -0.67 1.47 -1.91
H -2.36 0.16 0.68
H -1.53 -1.11 -0.24
H -1.06 0.62 -0.33
H -0.94 -1.97 -2.51
H -2.36 -1.42 -2.82
O -1.51 -1.19 -2.43
```

These are the Mulliken partial charges, in e, on atoms 1 to 2:
1 C -1.55
2 C 0.22

Record 5
# C6H19N8O10SV

A structure of composition C6H19N8O10SV at a distorted geometry (ωB97M-V/def2-TZVPD, OMol25).

Calculated values
Spin multiplicity ... 4
Gap between HOMO and LUMO (spin up / spin down) ... 2.60 / 5.66 eV
Net charge ... -1
HOMO energy (spin up / spin down) ... -0.24 / -3.44 eV

```
45
C6H19N8O10SV, DFT ωB97M-V/def2-TZVPD
V 33.70 21.62 13.69
C 29.79 22.29 12.82
C 31.25 21.89 13.20
O 31.86 22.71 13.86
O 31.87 20.94 12.75
H 29.85 23.01 12.00
H 29.45 22.91 13.65
H 29.07 21.48 12.69
S 34.02 20.84 16.39
O 33.44 20.32 15.17
O 34.22 22.07 15.63
O 33.10 21.06 17.48
O 35.29 20.32 16.79
C 34.12 18.44 12.74
O 34.20 19.67 12.76
N 33.57 17.69 13.69
N 34.49 17.72 11.78
H 33.49 16.69 13.59
H 33.20 18.33 14.39
H 35.01 18.07 10.98
H 34.32 16.76 12.01
C 35.32 24.85 13.98
O 34.58 23.84 13.74
N 35.27 25.99 13.40
N 36.29 24.88 14.91
H 36.06 26.61 13.52
H 34.76 26.00 12.53
H 36.46 24.08 15.50
H 36.80 25.74 15.03
C 37.08 21.36 13.81
O 35.89 21.50 13.60
N 37.46 21.02 14.98
N 38.01 21.69 13.01
H 38.46 21.09 15.05
H 36.86 20.82 15.77
H 38.93 21.44 13.34
H 37.87 22.21 12.15
C 34.41 21.68 10.48
O 34.21 22.19 11.59
N 35.36 21.98 9.68
N 33.68 20.83 9.95
H 36.15 22.55 9.95
H 35.61 21.45 8.86
H 32.92 20.47 10.51
H 33.85 20.55 8.99
```

These are the Mulliken partial charges, in e, on atoms 1 to 2:
1 V 1.12
2 C -1.35

Record 6
# C6H19NO6

A cluster of 6 separate species, C6H19NO6 in total at a distorted geometry (ωB97M-V/def2-TZVPD, OMol25).

Calculated values
Spin multiplicity ... 2
Gap between HOMO and LUMO (spin up / spin down) ... 8.23 / 4.58 eV
Net charge ... +1
HOMO energy (spin up / spin down) ... -13.33 / -13.32 eV
Energy relative to the best compared isomer or geometry (same formula, charge and spin) ... 0.00 kJ/mol

```
32
C6H19NO6, DFT ωB97M-V/def2-TZVPD
O 3.17 -0.91 -2.31
C 2.28 -0.43 -1.66
C 2.04 -0.82 -0.20
C 0.72 -0.15 0.14
C -0.27 -0.93 1.03
C 0.13 -1.17 2.31
C -2.10 -2.24 0.58
N -1.55 -1.10 0.57
H 1.73 0.45 -2.03
H 2.85 -0.42 0.58
H 2.07 -1.91 -0.07
H 0.06 0.29 -0.60
H 1.10 0.65 0.81
H 1.10 -0.77 2.62
H -0.40 -1.48 3.18
H -1.73 -3.16 1.00
H -3.11 -2.39 0.23
H 3.47 -1.94 2.40
H 4.34 -0.75 1.67
O 3.83 -1.06 2.42
H -0.40 1.79 -3.23
H -1.52 1.24 -2.32
O -0.58 1.55 -2.32
H -3.52 0.79 -1.06
H -2.26 0.20 -1.10
O -2.93 0.47 -1.76
H 0.11 2.98 -1.73
H 1.34 3.45 -1.05
O 0.51 3.81 -1.38
H -2.80 1.04 1.16
H -3.98 1.86 1.29
O -3.72 1.06 0.82
```

These are the Mulliken partial charges, in e, on atoms 1 to 2:
1 O -0.40
2 C -0.09